# 1
{"formula": "C54H78N6O8", "method": "ωB97M-V/def2-TZVPD", "species": ["N", "C", "C", "C", "C", "C", "H", "H", "H", "H", "H", "N", "C", "C", "C", "C", "C", "H", "H", "H", "H", "H", "N", "C", "C", "C", "C", "C", "H", "H", "H", "H", "H", "N", "C", "C", "C", "C", "C", "H", "H", "H", "H", "H", "N", "C", "C", "C", "C", "C", "H", "H", "H", "H", "H", "N", "C", "C", "C", "C", "C", "H", "H", "H", "H", "H", "C", "C", "O", "C", "H", "H", "H", "H", "H", "H", "C", "C", "O", "C", "H", "H", "H", "H", "H", "H", "C", "C", "O", "C", "H", "H", "H", "H", "H", "H", "C", "C", "O", "C", "H", "H", "H", "H", "H", "H", "C", "C", "O", "C", "H", "H", "H", "H", "H", "H", "C", "C", "O", "C", "H", "H", "H", "H", "H", "H", "C", "C", "O", "C", "H", "H", "H", "H", "H", "H", "C", "C", "O", "C", "H", "H", "H", "H", "H", "H"], "coordinates": [[-4.815, 0.277, -0.971], [-5.296, -0.205, -2.176], [-5.479, 0.570, -3.275], [-5.494, 1.969, -3.217], [-5.072, 2.504, -1.937], [-4.613, 1.617, -0.951], [-5.358, -1.280, -2.260], [-5.750, 0.010, -4.158], [-5.747, 2.624, -4.037], [-5.002, 3.563, -1.739], [-4.093, 2.081, -0.126], [-2.038, -5.246, -6.272], [-2.448, -4.875, -5.003], [-1.882, -3.720, -4.449], [-0.937, -2.973, -5.154], [-0.489, -3.406, -6.420], [-1.103, -4.546, -6.939], [-3.205, -5.484, -4.533], [-2.118, -3.333, -3.469], [-0.593, -2.053, -4.704], [0.089, -2.762, -7.066], [-1.026, -4.764, -7.994], [-3.282, 1.468, 5.275], [-3.097, 0.587, 4.234], [-3.788, 0.718, 3.027], [-4.791, 1.695, 2.968], [-5.149, 2.401, 4.089], [-4.393, 2.253, 5.252], [-2.069, 0.259, 4.206], [-3.503, 0.171, 2.141], [-5.371, 1.838, 2.068], [-5.984, 3.085, 4.131], [-4.588, 2.836, 6.141], [5.401, 0.197, -1.497], [6.492, 0.819, -1.935], [6.486, 1.666, -3.018], [5.329, 1.858, -3.735], [4.142, 1.198, -3.378], [4.209, 0.333, -2.206], [7.436, 0.667, -1.432], [7.403, 2.225, -3.131], [5.292, 2.662, -4.456], [3.178, 1.425, -3.810], [3.274, -0.140, -1.943], [-3.795, 5.565, -0.614], [-3.976, 5.183, 0.711], [-3.099, 4.401, 1.390], [-2.009, 3.857, 0.609], [-1.863, 4.206, -0.689], [-2.761, 5.086, -1.325], [-4.876, 5.631, 1.105], [-3.129, 4.175, 2.446], [-1.284, 3.153, 0.988], [-1.080, 3.763, -1.287], [-2.691, 5.416, -2.351], [1.023, -0.998, 1.240], [-0.118, -0.255, 1.557], [-1.016, 0.099, 0.532], [-0.763, -0.168, -0.771], [0.360, -0.942, -1.064], [1.197, -1.420, -0.028], [-0.133, 0.047, 2.594], [-1.884, 0.720, 0.695], [-1.468, 0.129, -1.534], [0.557, -1.301, -2.064], [2.092, -2.013, -0.150], [5.960, -0.492, 2.001], [6.144, -1.722, 1.119], [7.132, -1.919, 0.523], [4.976, -2.733, 1.209], [5.905, -0.865, 3.023], [5.098, 0.025, 1.579], [6.801, 0.173, 1.809], [4.476, -2.761, 2.177], [5.418, -3.718, 1.058], [4.324, -2.633, 0.342], [-0.809, 3.173, 4.112], [0.049, 4.258, 4.667], [-0.114, 4.484, 5.852], [1.064, 5.100, 3.873], [-0.281, 2.820, 3.226], [-1.772, 3.568, 3.789], [-1.018, 2.391, 4.842], [0.389, 5.905, 3.584], [1.543, 4.602, 3.030], [1.768, 5.513, 4.595], [-5.206, -3.490, 1.126], [-3.712, -3.137, 1.338], [-3.341, -3.116, 2.487], [-2.772, -2.895, 0.252], [-5.760, -3.741, 2.030], [-5.312, -4.457, 0.634], [-5.644, -2.725, 0.484], [-1.768, -3.176, 0.570], [-2.862, -1.846, -0.033], [-2.994, -3.609, -0.541], [2.406, 1.833, 0.556], [2.487, 3.260, 0.167], [1.697, 4.061, 0.605], [3.549, 3.661, -0.777], [1.616, 1.669, 1.289], [3.292, 1.480, 1.083], [2.207, 1.178, -0.292], [3.538, 4.701, -1.105], [3.481, 3.002, -1.643], [4.418, 3.396, -0.175], [1.744, -0.015, 5.499], [3.022, 0.674, 5.436], [3.931, 0.187, 4.714], [3.263, 1.717, 6.495], [1.741, -1.097, 5.373], [1.095, 0.444, 4.753], [1.347, 0.042, 6.513], [2.700, 2.638, 6.349], [4.321, 1.960, 6.588], [2.924, 1.243, 7.417], [-1.183, 2.314, -4.527], [-1.077, 0.815, -4.830], [-0.146, 0.166, -4.342], [-2.141, 0.256, -5.777], [-1.622, 2.488, -3.545], [-1.773, 2.862, -5.262], [-0.217, 2.811, -4.437], [-2.954, -0.011, -5.102], [-1.784, -0.722, -6.098], [-2.541, 0.849, -6.600], [1.485, -3.967, -3.413], [2.798, -4.493, -2.898], [2.957, -4.569, -1.669], [3.794, -4.979, -3.897], [1.686, -3.108, -4.054], [1.020, -3.509, -2.541], [0.927, -4.829, -3.778], [3.961, -6.048, -3.758], [4.772, -4.499, -3.918], [3.382, -4.833, -4.896], [-0.277, -3.575, 4.138], [1.160, -3.910, 3.651], [2.035, -3.829, 4.494], [1.302, -4.594, 2.316], [-0.285, -3.474, 5.224], [-0.809, -4.521, 4.045], [-0.744, -2.718, 3.653], [1.629, -3.936, 1.511], [0.569, -5.358, 2.055], [2.177, -5.212, 2.521]], "gap_ev": 8.582, "total_charge": 0, "spin_multiplicity": 1}



# 2
{"formula": "C54H87F27O27", "method": "ωB97M-V/def2-TZVPD", "species": ["C", "O", "C", "C", "O", "C", "C", "O", "C", "H", "H", "H", "H", "H", "H", "H", "H", "H", "H", "H", "H", "H", "H", "C", "O", "C", "C", "O", "C", "C", "O", "C", "H", "H", "H", "H", "H", "H", "H", "H", "H", "H", "H", "H", "H", "H", "C", "O", "C", "C", "O", "C", "C", "O", "C", "H", "H", "H", "H", "H", "H", "H", "H", "H", "H", "H", "H", "H", "H", "C", "C", "O", "C", "O", "C", "F", "F", "F", "H", "H", "H", "H", "H", "C", "C", "O", "C", "O", "C", "F", "F", "F", "H", "H", "H", "H", "H", "C", "C", "O", "C", "O", "C", "F", "F", "F", "H", "H", "H", "H", "H", "C", "C", "O", "C", "O", "C", "F", "F", "F", "H", "H", "H", "H", "H", "C", "C", "O", "C", "O", "C", "F", "F", "F", "H", "H", "H", "H", "H", "C", "C", "O", "C", "O", "C", "F", "F", "F", "H", "H", "H", "H", "H", "C", "C", "O", "C", "O", "C", "F", "F", "F", "H", "H", "H", "H", "H", "C", "C", "O", "C", "O", "C", "F", "F", "F", "H", "H", "H", "H", "H", "C", "C", "O", "C", "O", "C", "F", "F", "F", "H", "H", "H", "H", "H"], "coordinates": [[0.489, -3.410, 2.956], [0.648, -2.268, 3.791], [1.648, -2.526, 4.770], [1.649, -1.493, 5.893], [0.883, -2.040, 6.962], [0.341, -1.018, 7.814], [1.316, -0.896, 9.003], [1.760, -2.159, 9.548], [0.668, -3.003, 9.875], [0.033, -4.249, 3.494], [1.491, -3.629, 2.580], [-0.230, -3.278, 2.151], [2.635, -2.685, 4.333], [1.299, -3.436, 5.267], [1.261, -0.509, 5.622], [2.671, -1.362, 6.266], [-0.662, -1.274, 8.157], [0.211, -0.022, 7.382], [0.843, -0.289, 9.779], [2.263, -0.506, 8.634], [0.046, -2.678, 10.713], [1.142, -3.920, 10.232], [0.068, -3.299, 9.013], [3.246, -0.911, -0.036], [3.942, -0.490, 1.122], [3.994, -1.437, 2.170], [4.618, -0.877, 3.413], [5.880, -0.234, 3.343], [6.846, -0.799, 2.488], [8.121, 0.049, 2.479], [8.434, 0.076, 3.866], [9.518, 0.945, 4.190], [3.791, -1.708, -0.554], [3.122, -0.119, -0.772], [2.314, -1.274, 0.411], [4.519, -2.374, 1.944], [2.986, -1.784, 2.428], [4.680, -1.611, 4.225], [4.095, -0.017, 3.839], [6.426, -0.868, 1.477], [7.059, -1.830, 2.794], [7.851, 0.974, 1.960], [8.889, -0.453, 1.884], [9.614, 0.897, 5.269], [9.284, 1.938, 3.793], [10.407, 0.656, 3.619], [-1.942, -0.353, 4.321], [-2.606, -0.169, 3.089], [-3.643, -1.064, 2.789], [-4.806, -1.035, 3.788], [-5.336, 0.271, 3.880], [-6.697, 0.363, 3.504], [-7.251, 1.751, 3.812], [-7.015, 2.036, 5.179], [-7.503, 3.293, 5.650], [-1.831, -1.396, 4.643], [-2.369, 0.199, 5.159], [-0.891, -0.135, 4.129], [-3.265, -2.095, 2.784], [-4.057, -0.884, 1.798], [-4.432, -1.288, 4.786], [-5.502, -1.852, 3.577], [-7.366, -0.220, 4.149], [-6.892, 0.110, 2.459], [-8.316, 1.763, 3.567], [-6.670, 2.467, 3.219], [-6.859, 3.697, 6.431], [-8.461, 3.061, 6.117], [-7.499, 4.031, 4.847], [4.050, 1.694, 6.862], [2.823, 2.343, 6.218], [2.884, 1.899, 4.853], [1.705, 1.764, 4.198], [0.654, 1.964, 4.723], [1.877, 1.627, 2.668], [1.534, 0.376, 2.313], [1.075, 2.433, 1.981], [3.143, 1.800, 2.331], [3.868, 0.635, 7.054], [4.239, 2.064, 7.872], [4.920, 1.876, 6.235], [2.999, 3.418, 6.161], [2.020, 2.180, 6.936], [-1.158, 0.862, -0.109], [-0.757, -0.582, -0.049], [-0.271, -1.185, -1.239], [0.082, -2.451, -1.225], [0.160, -3.144, -0.247], [0.478, -3.042, -2.589], [-0.248, -4.084, -2.980], [0.502, -2.037, -3.491], [1.726, -3.533, -2.490], [-1.737, 1.060, -1.012], [-0.295, 1.524, -0.174], [-1.728, 1.123, 0.781], [-1.566, -1.169, 0.401], [-0.034, -0.729, 0.760], [4.791, 4.276, -4.535], [3.842, 5.183, -3.735], [3.132, 4.329, -2.820], [2.627, 4.849, -1.709], [2.746, 6.022, -1.453], [1.901, 3.924, -0.762], [2.635, 3.674, 0.332], [0.832, 4.613, -0.305], [1.529, 2.795, -1.320], [4.479, 4.216, -5.581], [4.840, 3.262, -4.143], [5.816, 4.621, -4.678], [3.070, 5.737, -4.266], [4.435, 5.898, -3.165], [-7.086, -2.754, -6.285], [-5.786, -2.823, -7.086], [-4.509, -2.677, -6.461], [-4.101, -3.513, -5.507], [-4.757, -4.380, -5.005], [-2.671, -3.285, -5.027], [-2.103, -4.467, -4.809], [-1.938, -2.597, -5.903], [-2.756, -2.671, -3.835], [-7.275, -1.731, -5.955], [-6.990, -3.312, -5.352], [-7.975, -3.139, -6.779], [-5.828, -2.145, -7.936], [-5.671, -3.797, -7.573], [1.037, -3.181, -6.983], [1.227, -1.984, -7.901], [2.208, -2.289, -8.911], [2.434, -1.430, -9.880], [1.807, -0.444, -10.152], [3.534, -1.960, -10.833], [4.078, -3.126, -10.529], [2.983, -2.103, -12.042], [4.467, -0.996, -10.883], [0.291, -2.963, -6.223], [1.956, -3.558, -6.535], [0.681, -4.060, -7.527], [1.603, -1.176, -7.274], [0.299, -1.720, -8.406], [-9.292, 1.306, 0.323], [-8.485, 2.388, -0.368], [-7.081, 2.122, -0.354], [-6.552, 1.283, -1.249], [-7.138, 0.874, -2.208], [-5.100, 0.939, -0.967], [-4.452, 1.803, -0.180], [-5.075, -0.232, -0.279], [-4.456, 0.685, -2.089], [-10.369, 1.269, 0.165], [-9.110, 1.322, 1.398], [-9.000, 0.319, -0.045], [-8.695, 3.370, 0.047], [-8.844, 2.418, -1.399], [4.803, -5.592, -0.392], [5.697, -6.032, -1.580], [4.905, -6.436, -2.700], [4.362, -5.451, -3.439], [4.665, -4.304, -3.317], [3.363, -5.928, -4.524], [3.066, -7.226, -4.502], [2.224, -5.246, -4.394], [3.894, -5.700, -5.727], [4.123, -4.800, -0.712], [5.403, -5.065, 0.351], [4.253, -6.430, 0.031], [6.326, -6.850, -1.244], [6.252, -5.144, -1.880], [0.553, 1.781, -8.059], [0.595, 2.824, -6.955], [-0.332, 2.404, -5.979], [-0.369, 3.166, -4.862], [0.434, 4.019, -4.630], [-1.337, 2.704, -3.790], [-2.576, 3.195, -3.964], [-1.387, 1.392, -3.565], [-0.940, 3.256, -2.614], [1.060, 2.218, -8.927], [-0.427, 1.542, -8.469], [1.129, 0.868, -7.924], [0.273, 3.741, -7.454], [1.603, 2.984, -6.572], [-3.204, 6.230, -1.331], [-2.455, 6.319, -0.039], [-2.978, 5.321, 0.828], [-2.384, 5.130, 2.008], [-1.578, 5.900, 2.475], [-2.649, 3.847, 2.767], [-3.592, 3.119, 2.155], [-1.559, 3.062, 2.630], [-2.949, 4.088, 4.033], [-3.330, 5.195, -1.644], [-2.819, 6.942, -2.058], [-4.237, 6.561, -1.166], [-2.474, 7.305, 0.422], [-1.435, 6.071, -0.347]], "smiles": "CCOC(=O)C(F)(F)F.CCOC(=O)C(F)(F)F.CCOC(=O)C(F)(F)F.CCOC(=O)C(F)(F)F.CCOC(=O)C(F)(F)F.CCOC(=O)C(F)(F)F.CCOC(=O)C(F)(F)F.CCOC(=O)C(F)(F)F.CCOC(=O)C(F)(F)F.COCCOCCOC.COCCOCCOC.COCCOCCOC", "gap_ev": 9.519, "total_charge": 0, "spin_multiplicity": 1}



# 3
{"formula": "C54H89AsN5PS2SiTi", "method": "ωB97M-V/def2-TZVPD", "species": ["Ti", "N", "C", "C", "N", "C", "C", "N", "H", "H", "H", "H", "H", "H", "H", "H", "H", "H", "H", "H", "H", "S", "C", "C", "C", "C", "C", "C", "As", "C", "C", "C", "C", "C", "C", "C", "C", "C", "C", "C", "C", "H", "H", "H", "H", "H", "H", "H", "H", "H", "H", "H", "H", "H", "H", "C", "Si", "C", "C", "C", "C", "H", "H", "H", "H", "H", "H", "H", "H", "H", "C", "C", "C", "C", "N", "C", "S", "N", "C", "C", "C", "C", "H", "H", "H", "H", "H", "H", "H", "H", "H", "H", "H", "H", "H", "H", "H", "H", "H", "H", "H", "H", "C", "C", "C", "C", "C", "C", "P", "C", "C", "C", "C", "C", "C", "C", "C", "C", "C", "C", "C", "H", "H", "H", "H", "H", "H", "H", "H", "H", "H", "H", "H", "H", "H", "H", "H", "H", "H", "H", "H", "H", "H", "H", "H", "H", "H", "H", "H", "H", "H", "H", "H", "H"], "coordinates": [[-0.678, 0.029, -0.644], [1.362, -0.378, -1.170], [1.859, -1.298, -2.184], [0.729, -1.539, -3.193], [-0.546, -1.684, -2.498], [-0.847, -3.028, -2.014], [-0.413, -3.186, -0.552], [-0.832, -1.987, 0.160], [1.367, -0.798, -0.239], [1.901, 0.478, -1.102], [2.717, -0.870, -2.706], [2.184, -2.241, -1.736], [0.654, -0.657, -3.832], [0.957, -2.412, -3.818], [-1.289, -1.344, -3.092], [-1.929, -3.177, -2.061], [-0.373, -3.803, -2.628], [-0.858, -4.098, -0.143], [0.670, -3.287, -0.472], [-1.829, -2.006, 0.330], [-0.388, -1.867, 1.068], [-0.008, 0.512, 1.868], [1.081, 0.453, 3.243], [0.907, 1.412, 4.250], [1.735, 1.458, 5.356], [2.767, 0.540, 5.500], [2.932, -0.440, 4.538], [2.104, -0.506, 3.421], [2.366, -1.909, 2.107], [2.551, -3.408, 3.358], [1.514, -3.531, 4.285], [1.425, -4.639, 5.111], [2.370, -5.652, 5.011], [3.399, -5.545, 4.088], [3.485, -4.432, 3.262], [4.189, -1.487, 1.529], [4.715, -0.206, 1.688], [5.952, 0.125, 1.155], [6.681, -0.815, 0.441], [6.152, -2.082, 0.243], [4.913, -2.408, 0.773], [0.118, 2.145, 4.133], [1.588, 2.224, 6.107], [3.433, 0.584, 6.352], [3.720, -1.177, 4.649], [0.778, -2.736, 4.365], [0.619, -4.711, 5.830], [2.300, -6.526, 5.646], [4.141, -6.330, 4.009], [4.300, -4.358, 2.551], [4.153, 0.541, 2.232], [6.349, 1.122, 1.303], [7.650, -0.559, 0.031], [6.705, -2.814, -0.332], [4.500, -3.395, 0.588], [-4.923, 2.971, -3.680], [-3.067, 2.944, -4.040], [-2.436, 4.711, -3.741], [-2.890, 2.530, -5.883], [-2.124, 1.766, -3.017], [-1.616, 1.040, -2.156], [-5.420, 3.732, -4.285], [-5.125, 3.196, -2.630], [-5.387, 2.009, -3.908], [-2.544, 5.323, -4.640], [-1.387, 4.731, -3.440], [-3.007, 5.189, -2.942], [-3.251, 3.351, -6.506], [-3.473, 1.641, -6.133], [-1.854, 2.327, -6.164], [3.140, 4.406, -6.904], [2.394, 3.072, -6.925], [2.193, 2.457, -5.538], [1.242, 3.287, -4.672], [1.007, 2.739, -3.351], [1.761, 2.974, -2.270], [1.163, 2.637, -0.729], [3.016, 3.438, -2.475], [3.943, 3.800, -1.411], [3.672, 5.179, -0.806], [3.787, 6.329, -1.807], [5.204, 6.535, -2.344], [3.338, 4.747, -7.920], [4.099, 4.304, -6.390], [2.564, 5.185, -6.403], [2.961, 2.368, -7.538], [1.418, 3.206, -7.401], [3.162, 2.351, -5.040], [1.771, 1.455, -5.647], [0.273, 3.333, -5.170], [1.611, 4.314, -4.580], [0.088, 2.346, -3.141], [3.229, 3.802, -3.391], [4.949, 3.750, -1.831], [3.864, 3.046, -0.629], [4.371, 5.340, 0.019], [2.665, 5.158, -0.388], [3.460, 7.247, -1.313], [3.096, 6.158, -2.639], [5.903, 6.692, -1.520], [5.245, 7.410, -2.993], [5.544, 5.672, -2.920], [-6.817, -0.819, -1.182], [-6.330, 0.632, -1.354], [-4.860, 0.786, -0.935], [-4.583, -0.088, 0.291], [-4.642, -1.564, -0.154], [-5.637, -1.779, -1.308], [-2.920, 0.334, 1.060], [-3.116, 2.144, 1.555], [-4.548, 2.698, 1.786], [-4.790, 4.028, 1.065], [-3.690, 5.034, 1.395], [-2.294, 4.478, 1.033], [-2.352, 3.026, 0.561], [-3.096, -0.459, 2.756], [-2.748, -1.964, 2.781], [-3.428, -2.689, 3.951], [-3.430, -1.806, 5.195], [-4.280, -0.540, 4.959], [-4.431, -0.226, 3.463], [-7.578, -1.056, -1.928], [-7.279, -0.952, -0.200], [-6.951, 1.299, -0.748], [-6.444, 0.945, -2.394], [-4.645, 1.835, -0.730], [-4.185, 0.491, -1.739], [-5.378, 0.086, 1.023], [-4.930, -2.198, 0.689], [-3.655, -1.887, -0.502], [-5.980, -2.815, -1.321], [-5.140, -1.593, -2.265], [-2.559, 2.192, 2.496], [-4.697, 2.873, 2.855], [-5.312, 1.986, 1.467], [-5.763, 4.424, 1.367], [-4.828, 3.869, -0.016], [-3.737, 5.261, 2.464], [-3.882, 5.968, 0.864], [-1.634, 4.532, 1.904], [-1.830, 5.081, 0.250], [-1.338, 2.652, 0.471], [-2.795, 2.966, -0.433], [-2.324, 0.065, 3.326], [-1.663, -2.069, 2.876], [-3.053, -2.457, 1.856], [-2.912, -3.631, 4.152], [-4.459, -2.940, 3.686], [-2.399, -1.527, 5.427], [-3.814, -2.364, 6.051], [-3.811, 0.310, 5.460], [-5.275, -0.662, 5.394], [-4.764, 0.804, 3.347], [-5.201, -0.870, 3.029]], "s_squared": 2.010, "gap_ev": [5.768, 7.095], "total_charge": 0, "spin_multiplicity": 3}



Relative energy (zero: lowest compared OMol25 entry of this formula, charge and spin) (kcal per mole)
62.6; 0.0; 20.0
F_max (Eh/bohr)
0.09142; 0.06101; 0.03361